Record 1
Below is a cluster of 2 separate species, C8H6INO in total in a non-equilibrium geometry, with properties calculated with wB97M-V/def2-TZVPD.

Calculated values
Energy relative to the best compared isomer or geometry (same formula, charge and spin): 350.9 kJ/mol
Kohn-Sham gap: 5.58 eV
HOMO level: -8.09 eV
E_LUMO: -2.5 eV

Element x y z (Å)
C -1.3538 1.9630 -0.9849
C 2.2001 -0.5218 -0.8463
C 2.0579 0.0782 0.3850
C 1.1181 -1.1765 -1.4073
C 0.8069 0.1202 1.0213
C -0.1284 -1.0954 -0.7285
C -0.3819 -0.4051 0.4383
C -1.7287 -0.1697 0.9512
N -1.6349 3.0686 -0.9604
O -1.8281 0.4547 2.1126
I -3.4632 -0.6921 -0.1151
H 3.1193 -0.4539 -1.3879
H 2.8893 0.6980 0.8313
H 1.2757 -1.8340 -2.3802
H 0.5632 0.7241 2.0265
H -1.0008 -1.8082 -1.0976
H -2.5107 1.0497 2.1419



Record 2
Below is the molecule C8H6N2 in a non-equilibrium geometry, with properties calculated with wB97M-V/def2-TZVPD.

Calculated values
Energy relative to the best compared isomer or geometry (same formula, charge and spin): 142.5 kJ/mol
Kohn-Sham gap: 9.45 eV
HOMO level: -8.67 eV
E_LUMO: 0.8 eV

Element x y z (Å)
N 1.7932 -2.4550 2.5898
C 0.9838 -2.0449 1.8989
C 0.1138 -1.6897 0.8242
C -1.2200 -1.0492 1.4012
C -1.3844 0.1772 0.8903
N -0.3402 0.4984 0.0172
C 0.0504 1.6032 -0.7125
C 1.3124 1.2859 -1.2393
C 1.5944 -0.0964 -0.9493
C 0.5813 -0.5356 -0.0926
H -0.0220 -2.5183 0.0590
H -1.8527 -1.3777 2.1935
H -2.1859 0.9419 1.0393
H -0.5551 2.4455 -0.5737
H 1.9371 1.8650 -1.7584
H 2.3932 -0.7522 -1.1475



Record 3
Below is a structure of composition C8H6N4O3PtS2, with properties calculated with wB97M-V/def2-TZVPD.

Calculated values
Total charge: -2
2S+1: 3
Kohn-Sham gap (alpha / beta): 5.28 / 6.56 eV
HOMO level (alpha / beta): -0.45 / -1.76 eV
E_LUMO (alpha / beta): 4.8 / 4.8 eV

Element x y z (Å)
Pt 0.1347 -0.5762 0.0339
N 0.1790 -0.1368 2.5108
C -0.1987 1.2801 2.5055
C -1.4874 1.4450 1.6901
O -2.4169 2.1211 2.1773
N -1.4622 0.7858 0.5480
C -2.7029 0.4208 -0.0915
C -2.8621 -1.1118 -0.0541
O -3.9745 -1.5938 -0.2926
O -1.8030 -1.7733 0.2280
H -0.5604 -0.7258 2.8733
H 1.0472 -0.3207 2.9950
H 0.6158 1.8379 2.0363
H -0.3924 1.6924 3.4995
H -2.7114 0.7271 -1.1437
H -3.5612 0.8783 0.4024
S 0.2187 -0.6266 -2.3890
C 1.9239 -0.6105 -2.6423
C 2.3601 -0.5776 -4.0098
N 2.6918 -0.5548 -5.1140
C 2.8636 -0.6364 -1.6476
S 2.4543 -0.6912 0.0446
C 4.2562 -0.6335 -1.9660
N 5.3878 -0.6193 -2.1940